[1]
Molecular formula: H68O34
Method: DFT, ωB97M-V with the def2-TZVPD basis set

Last column: Mulliken charge in e.
CARTESIAN COORDINATES (ANGSTROEM)
O  -1.7311  2.9489  -1.1560  -0.477
H  -1.9140  2.7632  -0.2516  0.226
H  -2.5631  2.9106  -1.6164  0.175
O  0.6936  2.5497  -4.7396  -0.569
H  0.9636  3.1445  -5.4492  0.273
H  1.5557  2.1588  -4.4203  0.379
O  4.2679  0.5352  3.8592  -0.734
H  3.3736  0.2788  3.8668  0.293
H  4.2947  1.4185  3.4719  0.384
O  4.1136  -1.1262  0.0244  -0.736
H  3.4798  -1.8451  0.1484  0.524
H  4.5687  -1.0389  0.9005  0.231
O  -2.7031  -1.3191  1.8859  -0.541
H  -2.2911  -1.3404  2.7775  0.195
H  -3.5746  -0.9554  2.0278  0.239
O  3.4853  2.7463  2.1785  -0.566
H  3.4937  3.6863  2.4601  0.245
H  4.2867  2.5215  1.7118  0.334
O  -0.7390  -4.4090  2.6779  -0.637
H  -0.8871  -5.2840  2.2999  0.268
H  -1.4718  -3.8873  2.3705  0.223
O  0.8653  0.6086  2.5979  -0.999
H  1.0015  0.0138  1.8139  0.396
H  1.5919  1.2587  2.5287  0.296
O  2.1945  1.0950  0.0130  -0.221
H  2.8195  0.3366  -0.1101  0.279
H  1.3213  0.8159  -0.3716  0.272
O  1.2530  -3.5370  -2.0469  -0.659
H  0.7309  -4.3411  -2.2410  0.268
H  1.3882  -3.4468  -1.0893  0.434
O  3.5217  -1.3122  -2.6500  -0.526
H  3.5746  -2.2123  -3.0780  0.252
H  4.0337  -1.4278  -1.8299  0.300
O  -4.0035  0.7999  -2.2086  -0.507
H  -3.5222  1.0170  -3.0184  0.267
H  -4.3700  -0.0888  -2.2076  0.237
O  -2.0188  1.2199  -4.2941  -0.648
H  -1.6630  2.1084  -4.3909  0.269
H  -1.2732  0.6220  -4.4878  0.274
O  -1.6091  1.9129  1.7097  -0.604
H  -2.0906  1.0303  1.6823  0.358
H  -0.6954  1.6909  1.9670  0.321
O  -5.3702  2.0397  0.2473  -0.727
H  -5.1839  3.0097  0.3685  0.312
H  -4.8998  1.7955  -0.5738  0.313
O  6.2387  1.6833  1.1668  -0.668
H  6.4065  0.7630  1.3265  0.339
H  6.2241  1.8527  0.2393  0.342
O  3.1309  1.4610  -3.7734  -0.658
H  3.7163  1.8381  -3.1455  0.249
H  3.1858  0.5022  -3.6601  0.295
O  2.1730  -3.0190  0.2829  -0.946
H  1.5302  -2.4098  0.6763  0.415
H  2.4276  -3.6191  0.9867  0.340
O  -2.9843  -2.4892  -2.8403  -0.527
H  -3.1442  -3.0125  -3.6143  0.287
H  -3.8598  -2.5325  -2.3943  0.299
O  -3.8592  4.7334  1.0835  -0.599
H  -4.0040  5.5430  0.5704  0.303
H  -2.9547  4.6839  1.4578  0.298
O  -0.4849  -1.5204  3.6282  -0.659
H  0.3033  -1.0448  3.2613  0.366
H  -0.0667  -2.3471  3.8740  0.217
O  1.9746  -4.1749  3.2130  -0.619
H  1.0422  -4.3447  2.9450  0.422
H  2.4187  -4.9779  3.3967  0.283
O  5.9224  -0.7073  2.3942  -0.723
H  6.4608  -1.1759  3.0009  0.257
H  5.3032  -0.2393  2.9939  0.478
O  5.7895  2.8469  -1.6060  -0.677
H  6.1591  3.7139  -1.8360  0.278
H  4.8180  2.9187  -1.5587  0.356
O  2.9039  3.2450  -1.3330  -0.613
H  2.1787  3.6867  -1.7497  0.290
H  2.6374  2.4701  -0.8409  0.496
O  -5.0147  0.0020  2.0374  -0.709
H  -4.7886  0.3067  2.9002  0.272
H  -5.0398  0.7749  1.4486  0.437
O  0.4022  4.5825  -2.4136  -0.721
H  -0.3819  4.2046  -1.9652  0.351
H  0.4193  4.1016  -3.2464  0.357
O  -2.0108  -3.9218  0.1251  -0.532
H  -1.5513  -3.9126  -0.7303  0.261
H  -2.8282  -3.3978  -0.0341  0.250
O  -5.4789  -2.1740  -1.7151  -0.577
H  -6.0788  -2.3548  -2.4150  0.286
H  -5.9378  -2.3103  -0.9201  0.257
O  -0.2268  -1.3080  -3.2969  -0.553
H  0.2850  -1.9711  -2.7795  0.253
H  -1.0694  -1.7577  -3.5523  0.254
O  -0.3389  0.3663  -1.2375  -0.551
H  -0.6455  1.2804  -1.3410  0.139
H  -0.4564  -0.1344  -2.1020  0.238
O  -6.6453  -2.0499  0.9179  -0.670
H  -7.4935  -2.1228  1.3477  0.279
H  -6.3256  -1.1265  1.0680  0.355
O  0.1282  -1.2877  0.8179  0.705
H  0.0236  -0.6078  0.0464  0.048
H  -0.8367  -1.4315  1.0197  -0.080
O  -3.0067  0.1469  4.6549  -0.560
H  -2.1217  0.0408  4.2740  0.338
H  -2.8669  0.2685  5.5872  0.269

Summary:
Energy above the lowest of the compared OMol25 structures with the same formula, charge and spin = 20.8 kcal/mol

[2]
Molecular formula: C42H47AlNO5PSTe
Method: DFT, ωB97M-V with the def2-TZVPD basis set

Last column: Mulliken spin population.
CARTESIAN COORDINATES (ANGSTROEM)
Al  -1.7937  1.0922  -1.6634  -0.001
O  -1.6748  1.4718  -4.3190  0.000
S  -1.6346  0.0173  -4.2606  0.000
O  -2.4574  -0.7297  -5.1474  0.000
O  -1.9249  -0.3184  -2.7927  -0.004
C  0.0517  -0.4618  -4.5003  0.001
C  0.3214  -1.3646  -5.5159  0.000
C  1.6404  -1.6565  -5.8337  0.000
C  2.6711  -1.0235  -5.1572  0.000
C  2.3886  -0.1257  -4.1370  0.001
C  1.0745  0.1525  -3.7749  -0.001
P  0.7387  1.3116  -2.3959  -0.027
C  1.5042  2.8375  -3.0367  0.003
C  0.7986  3.5223  -4.0300  0.000
C  1.3347  4.6636  -4.6038  0.000
C  2.5741  5.1366  -4.1906  0.000
C  3.2812  4.4550  -3.2130  0.000
C  2.7532  3.3048  -2.6399  -0.001
C  1.8205  0.7538  -1.0436  0.057
C  2.3595  -0.5291  -0.9694  -0.007
C  3.1774  -0.8866  0.0950  0.023
C  3.4617  0.0265  1.0986  -0.021
C  2.8965  1.2945  1.0542  0.041
C  2.0702  1.6493  -0.0019  -0.026
H  -0.5004  -1.8098  -6.0594  0.000
H  1.8594  -2.3607  -6.6249  0.000
H  3.7003  -1.2241  -5.4238  0.000
H  3.2030  0.3625  -3.6152  0.001
H  -0.1614  3.1480  -4.3638  0.000
H  0.7856  5.1822  -5.3791  0.000
H  2.9904  6.0301  -4.6370  0.000
H  4.2529  4.8111  -2.8961  0.000
H  3.3279  2.7769  -1.8909  0.002
H  2.1575  -1.2550  -1.7459  -0.003
H  3.5942  -1.8849  0.1376  0.001
H  4.1072  -0.2545  1.9210  -0.001
H  3.1048  2.0131  1.8372  0.004
H  1.6389  2.6444  -0.0248  -0.001
C  -3.3675  4.9002  -1.9353  0.000
C  -2.3442  4.9511  -0.7896  0.001
C  -1.2472  4.0282  -1.2681  -0.003
O  -1.9907  2.9586  -1.9123  -0.004
C  -3.1579  3.5315  -2.5905  0.000
H  -3.1884  5.6964  -2.6559  0.000
H  -4.3837  5.0068  -1.5635  0.000
H  -2.7783  4.5600  0.1310  0.000
H  -1.9756  5.9568  -0.5980  0.000
H  -0.6500  3.5744  -0.4786  0.001
H  -0.5971  4.4926  -2.0095  0.000
H  -3.9802  2.8394  -2.4261  0.001
H  -2.9205  3.5832  -3.6495  0.000
C  -3.3244  0.9068  1.7065  0.001
C  -2.6054  0.9032  0.3936  0.018
O  -3.3593  1.1029  -0.6769  0.038
N  -1.3304  0.7437  0.1555  0.166
Te  -0.1481  -0.3477  2.0354  0.724
C  1.3782  -1.5972  2.8804  0.139
C  1.6788  -2.8846  2.4268  -0.131
C  1.0359  -3.4993  1.2168  0.026
C  2.6256  -3.6290  3.1245  -0.010
C  3.2804  -3.1278  4.2407  0.019
C  4.2781  -3.9584  4.9969  0.000
C  2.9902  -1.8293  4.6442  -0.001
C  2.0593  -1.0427  3.9770  -0.069
C  1.8201  0.3588  4.4824  0.031
C  -1.6916  -1.7803  2.2254  0.125
C  -2.1553  -1.9982  3.5321  -0.056
C  -1.5781  -1.3092  4.7409  0.016
C  -3.1836  -2.9128  3.7255  0.009
C  -3.7606  -3.6046  2.6687  -0.002
C  -4.8830  -4.5775  2.8943  0.000
C  -3.2711  -3.3714  1.3921  -0.001
C  -2.2355  -2.4753  1.1417  -0.066
C  -1.7745  -2.3581  -0.2845  -0.028
H  -4.0897  1.6809  1.6803  0.001
H  -2.6519  1.0803  2.5448  0.003
H  -3.8247  -0.0533  1.8459  -0.002
H  0.8773  -2.7612  0.4306  0.004
H  0.0667  -3.9370  1.4640  0.004
H  1.6677  -4.2906  0.8138  0.002
H  2.8607  -4.6292  2.7764  0.000
H  4.5650  -4.8452  4.4341  0.000
H  3.8575  -4.2879  5.9489  0.002
H  5.1786  -3.3858  5.2200  0.001
H  3.5113  -1.4100  5.4985  0.004
H  2.6265  0.6556  5.1510  0.001
H  0.8845  0.4281  5.0435  -0.006
H  1.7724  1.0950  3.6781  -0.005
H  -1.4530  -0.2349  4.5866  -0.006
H  -0.5986  -1.7212  4.9975  -0.007
H  -2.2333  -1.4411  5.6003  0.000
H  -3.5466  -3.0836  4.7330  0.001
H  -5.0810  -4.7161  3.9559  0.000
H  -4.6482  -5.5506  2.4612  0.000
H  -5.8013  -4.2247  2.4219  0.000
H  -3.6988  -3.9105  0.5525  0.000
H  -1.4983  -3.3432  -0.6666  0.004
H  -0.9207  -1.6947  -0.4081  0.013
H  -2.5798  -1.9829  -0.9142  0.000

Summary:
Total charge = +1
Expectation value of S² = 0.76
Energy above the lowest of the compared OMol25 structures with the same formula, charge and spin = 10.4 kcal/mol
Multiplicity = 2

[3]
Molecular formula: H23O12
Method: DFT, ωB97M-V with the def2-TZVPD basis set

Last column: Mulliken spin population.
CARTESIAN COORDINATES (ANGSTROEM)
O  0.6057  2.2099  1.7805  0.397
H  -1.4510  -3.1835  -1.2747  0.000
H  -1.2307  0.6175  2.0116  -0.001
O  -1.1827  1.9707  -3.1207  0.000
H  -1.9601  1.5972  -2.6460  0.000
H  -0.7664  2.7691  -2.7717  0.000
O  1.5071  1.0443  -0.1255  0.626
H  0.5686  0.7899  -0.0407  -0.020
O  -1.1797  -0.0713  2.6966  0.000
H  -2.2422  -1.8723  1.6185  0.000
H  -0.3126  0.0621  3.0889  0.000
O  -2.0135  -3.8414  -1.6999  0.000
H  -2.1709  -2.3556  -3.7744  0.000
H  0.2019  3.4446  3.1527  -0.009
O  2.9342  2.7747  -1.5640  0.005
H  1.1942  -1.5783  -0.8572  0.000
H  -1.8025  -0.4975  -0.1504  0.000
O  -2.9591  -2.4451  1.8804  0.000
H  -3.2474  -2.3899  2.7886  0.000
H  3.0823  1.8584  -1.3209  0.000
O  4.6796  -0.4631  0.4467  0.000
H  4.1784  -1.1065  0.9537  0.000
H  4.0214  0.1143  0.0367  -0.001
O  -1.4549  -2.9540  -4.0123  0.000
H  -0.8302  -2.7104  -3.3228  0.000
H  1.2269  2.6971  4.1832  -0.004
O  0.5560  -2.0368  -0.2844  0.004
H  0.6590  3.0607  1.3175  -0.012
H  -1.1971  0.4960  -1.2094  -0.002
O  -1.9619  0.3013  -0.6596  -0.001
H  1.0547  -2.0189  0.5420  0.000
H  1.9748  2.8004  -1.5327  0.000
O  0.8663  3.5140  3.8387  0.057
H  1.1505  1.6144  0.9820  -0.039
H  -2.4987  -4.2121  -0.9508  0.000

Summary:
Expectation value of S² = 0.76
Energy above the lowest of the compared OMol25 structures with the same formula, charge and spin = 38.1 kcal/mol
Multiplicity = 2

[4]
Molecular formula: C4H5NO
Method: DFT, ωB97M-V with the def2-TZVPD basis set

Last column: Mulliken charge in e.
CARTESIAN COORDINATES (ANGSTROEM)
H  -2.3933  -0.2987  1.3805  0.207
N  -1.6426  -0.3130  0.7206  -0.590
C  -1.5012  0.7086  -0.0067  0.105
O  -0.4846  0.6975  -0.8917  -0.349
C  0.3226  -0.5449  -0.7631  -0.480
C  1.5328  -0.2164  -0.0107  -0.322
C  2.5226  0.1122  0.5927  0.095
H  -2.1270  1.6209  -0.0076  0.363
H  0.4894  -0.7781  -1.8051  0.294
H  -0.1255  -1.4406  -0.2936  0.276
H  3.4068  0.4526  1.0846  0.401

Summary:
Energy above the lowest of the compared OMol25 structures with the same formula, charge and spin = 65.8 kcal/mol
SMILES = [H]/N=C/OCC#C

So what do the calculations give for max |F|? Going down the list: 2.66, 0.67, 2.66, 1.14 eV Å⁻¹.